No. 1
12
Properties=species:S:1:pos:R:3 method="wB97M-V/def2-TZVPD" energy_ev=-8696.6000 smiles="C=Nn1ccnc1" homo_energy_ev=-9.06 relative_energy_kcal_mol=74.08 gap_ev=9.43
C 1.950 0.373 0.839
C -0.104 -0.578 -0.700
C -1.357 -0.573 -1.286
C -1.422 0.583 0.466
H 2.069 -0.326 -0.064
H 2.952 0.497 1.438
H 0.836 -1.036 -1.166
H -1.749 -0.929 -2.224
H -1.657 1.123 1.369
N 0.792 0.650 1.293
N -0.180 0.037 0.519
N -2.130 0.178 -0.485

=====

No. 2
19
Properties=species:S:1:pos:R:3 method="wB97M-V/def2-TZVPD" energy_ev=-9828.7154 homo_energy_ev=-8.31 relative_energy_kcal_mol=119.70 gap_ev=9.10
C -0.133 0.792 -0.272
C 0.764 -0.319 -0.115
C 1.886 -0.799 -1.087
C 1.449 -0.208 1.283
C -3.156 0.231 -0.031
N -0.035 -1.572 0.197
N -1.251 -1.489 0.101
N -1.818 -0.375 -0.149
H -0.461 1.424 0.532
H -0.214 1.334 -1.148
H 2.670 0.045 -1.350
H 1.394 -1.051 -2.007
H 2.318 -1.633 -0.727
H 2.401 -0.800 1.346
H 0.889 -0.559 2.152
H 1.586 0.968 1.458
H -3.428 0.971 -0.835
H -3.818 -0.644 -0.007
H -2.995 0.777 0.946

=====

No. 3
19
Properties=species:S:1:pos:R:3 method="wB97M-V/def2-TZVPD" energy_ev=-16606.6842 smiles="O=Cc1coc2ccccc2c1=O" homo_energy_ev=-9.29 relative_energy_kcal_mol=58.06 gap_ev=9.02
C 0.839 2.939 1.696
C 0.615 1.590 1.164
C 1.088 0.500 1.761
C 0.183 -1.046 0.186
C 0.138 -2.316 -0.201
C -0.625 -2.573 -1.390
C -1.156 -1.552 -2.167
C -1.078 -0.221 -1.754
C -0.327 0.027 -0.519
C -0.216 1.498 -0.103
H 1.232 2.742 2.925
H 1.516 0.595 2.838
H 0.695 -3.114 0.447
H -0.390 -3.691 -1.650
H -1.765 -1.779 -2.884
H -1.658 0.741 -2.255
O 0.679 4.002 1.281
O 0.919 -0.776 1.324
O -0.690 2.434 -0.699

=====

No. 4
44
Properties=species:S:1:pos:R:3 method="wB97M-V/def2-TZVPD" energy_ev=-46181.8345 smiles="O=C1N[C@@]2(CCC[C@H](N3C(=O)c4ccccc4C3=O)C2)n2c1ccc(Cl)c2=O" homo_energy_ev=-8.51 relative_energy_kcal_mol=47.85 gap_ev=7.30
O -0.243 -2.794 2.930
O -0.512 3.074 3.189
O 0.025 -1.852 -0.737
O 1.190 1.618 -3.492
Cl 0.264 3.550 5.816
C -0.347 -1.554 2.781
C -0.269 1.981 3.656
C 0.454 -1.200 -1.728
C 0.841 0.440 -3.057
C 0.553 0.871 5.609
C 0.418 -0.359 4.916
C 0.178 2.051 5.025
C -0.084 -0.418 3.665
C 1.636 -3.196 -4.792
C 1.869 -2.071 -5.601
C 1.254 -3.170 -3.419
C 1.702 -0.831 -5.039
C 0.891 -1.865 -2.946
C 1.176 -0.739 -3.763
N -0.961 -0.886 1.715
N -0.302 0.775 3.045
N 0.290 0.142 -1.904
C -2.161 1.191 1.299
C -2.457 0.858 -0.187
C -0.705 0.580 1.645
C -1.481 1.694 -1.059
C 0.415 0.938 0.539
C -0.077 1.191 -0.896
H 1.017 0.796 6.580
H 0.883 -1.190 5.531
H 1.757 -4.197 -5.167
H 2.153 -2.142 -6.609
H 1.054 -4.037 -2.884
H 1.927 0.003 -5.659
H -0.927 -1.400 0.855
H -2.850 0.811 2.008
H -2.190 2.267 1.367
H -2.235 -0.203 -0.309
H -3.490 1.116 -0.392
H -1.815 1.562 -2.099
H -1.462 2.716 -0.876
H 1.056 1.793 0.946
H 1.088 0.034 0.694
H 0.477 2.054 -1.195